C88H213N15O19 | ωB97M-V with the def2-TZVPD basis set

Structure (XYZ):
```
335
Properties=species:S:1:pos:R:3:forces:R:3:mulliken_charge:R:1
O -5.652613 -0.319968 -6.759417 0.5 0.2 0.4 -0.503
O -1.214706 0.421000 6.437663 -1.2 -1.2 1.1 -0.395
O 0.832431 4.665671 2.061478 -0.1 0.6 0.1 -0.335
O 5.046569 -2.577672 6.123839 0.2 0.0 -1.7 -0.491
O 1.927477 5.449742 -3.694397 0.2 -0.4 0.3 0.031
O -2.613872 -4.092320 -1.305146 -0.5 0.5 0.5 -0.079
O -0.952668 0.112200 -0.602753 0.3 0.5 -0.4 -0.348
O -3.313726 -1.531576 2.959540 0.5 -1.6 -0.5 1.321
O -5.350923 4.962420 -3.576558 0.9 -0.1 1.2 -0.460
O 3.871971 1.791253 -5.216411 1.0 -0.1 -0.3 -0.423
O 3.592158 1.522661 7.534193 -0.6 0.7 -0.7 -0.512
O 4.347844 -5.056379 1.458884 0.5 0.5 -0.1 -0.786
O -0.975775 5.823915 -6.344665 0.0 -0.3 1.0 -0.184
O 1.176549 -7.649871 4.004899 0.3 0.5 0.2 -0.345
O -4.511557 4.592115 2.346430 -0.7 0.7 0.3 -0.176
O -2.104730 -5.252163 6.489457 -1.0 -0.1 0.2 0.103
O 6.323466 0.320283 -0.588131 0.0 -0.8 0.4 -0.389
O 2.680493 -4.206795 -1.593900 -0.5 -1.0 0.1 1.041
O -2.770430 9.065231 2.978532 -0.5 0.6 -0.3 -0.323
N 2.465660 1.897267 -8.576266 -0.8 -0.2 1.3 -0.536
N 1.335961 1.168014 5.589490 -2.7 -0.3 0.0 -0.199
N 6.282871 1.184675 0.528368 -0.5 0.1 -0.8 -0.117
N -4.243947 -0.360102 -6.575907 -0.4 -0.9 -0.7 0.171
N -2.597216 6.286237 3.018223 0.3 -1.5 0.9 0.050
N 0.757945 5.208367 -0.942478 -0.1 -1.2 0.7 -0.221
N -4.330208 -2.308679 2.226908 0.4 1.5 0.5 0.637
N 1.743875 -2.922123 4.502860 -0.9 0.6 1.0 1.822
N 1.610852 -5.416003 2.327844 -1.5 0.7 0.6 -0.057
N -0.977464 -2.932681 6.069170 0.2 0.7 -0.3 0.525
N 3.031521 -3.824495 -2.893873 -0.4 -0.3 -0.3 0.480
N -4.229457 3.147560 -0.394721 -0.3 1.0 0.8 0.264
N -0.799505 -2.370644 1.986960 -0.2 -0.4 1.5 1.869
N 0.053693 -5.035646 -1.857113 -2.0 0.6 -0.6 -0.514
N -1.454297 8.316024 -7.431199 0.3 -2.5 0.6 -0.733
C -5.936609 -0.618433 3.439749 1.4 -1.0 -2.0 -1.456
C -1.088182 0.921833 5.168471 1.3 0.4 -1.6 -0.353
C 3.852040 1.252229 0.296324 -0.7 0.4 0.2 -1.091
C 4.805300 -0.296548 1.956072 1.7 0.6 0.8 0.771
C 5.483818 -4.442870 -2.453730 1.0 -0.4 0.3 -1.468
C 3.338678 -4.058161 1.207609 0.4 1.1 1.8 2.534
C 1.614615 -1.776503 -2.671955 -0.3 -0.6 -0.1 -0.794
C -2.495236 7.266148 -7.381406 -1.1 0.6 0.3 0.856
C 7.561220 1.242096 1.185111 0.7 -0.7 -0.7 1.657
C 8.513736 1.642999 0.058428 1.5 -0.1 0.6 -2.099
C 6.370762 -2.180590 5.731244 -1.3 0.3 -0.7 -0.537
C 3.435028 2.192023 -6.511128 -0.3 0.0 2.1 -0.988
C 4.229935 -4.545491 -3.366206 0.4 -1.5 1.0 1.565
C -2.037890 -4.420410 7.660036 1.0 -1.5 0.2 -1.163
C 2.013080 -4.812500 1.070750 0.9 -0.6 -0.1 0.072
C -0.849930 -4.266360 -2.845910 2.0 1.1 0.6 3.505
C -3.892750 -1.216616 -5.464081 0.4 -0.2 1.2 2.283
C -1.714880 0.095835 -5.437934 -1.5 1.0 -1.0 -0.513
C 4.584041 -4.192352 -4.806105 1.6 -0.8 0.6 -1.471
C -0.667386 -2.437045 8.424690 0.3 1.4 1.2 -1.410
C -0.496959 -1.121254 1.334485 -0.3 0.1 0.2 1.339
C 2.824368 -4.353184 6.346566 1.0 0.2 -0.2 -1.697
C -4.986578 -3.255942 4.507186 2.2 -1.0 0.1 -0.478
C 2.855238 1.618860 -4.306633 -1.4 0.1 0.0 0.013
C 6.396445 2.314096 3.112471 -0.6 -0.7 -0.9 -1.029
C 1.430867 4.134348 3.193692 0.8 0.1 2.1 -0.434
C -4.568937 -0.769730 -4.160759 -2.3 -0.8 0.7 -0.506
C 0.938673 -8.529719 5.111607 0.3 0.1 -1.7 -0.797
C 3.873753 -6.048506 -3.319697 0.2 0.2 -0.8 -2.199
C 3.461000 -2.058135 -4.343055 -0.2 2.6 0.2 -1.131
C -0.383921 4.562284 -6.292497 1.3 -0.6 0.7 -0.541
C 3.967304 -1.748578 -1.856336 2.3 -0.5 -1.5 -0.974
C 3.313123 -0.170835 -7.424964 -0.1 0.8 0.4 -1.155
C -1.222651 -1.131557 -0.000439 1.1 -0.3 -0.2 0.485
C -5.822509 4.134970 2.602459 -0.2 -2.4 -1.6 -0.796
C 4.122863 -2.678383 4.979238 -0.2 0.2 2.3 -0.142
C 0.232024 4.081744 -0.212125 -1.7 -0.1 0.7 0.216
C -4.693617 -3.496979 3.015712 0.5 -0.4 0.8 1.674
C -3.990083 -3.849749 -1.030352 0.3 -0.8 -0.3 -0.123
C -5.646744 2.359462 -2.222482 -0.2 0.1 2.3 -1.147
C -3.973793 1.259862 -8.313967 -1.2 1.0 1.8 -2.005
C -4.375607 -2.620972 -5.789255 -1.7 1.1 -0.8 -2.204
C -2.158765 0.669631 -6.838632 1.7 -0.9 2.6 -2.284
C 5.084473 2.214527 2.293981 -0.4 -0.5 1.1 -0.006
C -0.448752 -4.570242 -4.272362 0.7 0.9 0.4 -1.219
C -1.663148 8.350131 2.524433 0.3 0.2 0.6 -0.867
C -3.630477 4.097861 3.344420 0.2 0.3 -0.9 -0.588
C 7.596286 2.339157 2.207353 0.1 1.5 0.1 -1.222
C -2.311967 -4.499690 -2.608266 -1.0 -0.6 -0.1 0.152
C -3.515472 7.330079 -8.499614 -1.1 -0.2 1.1 -1.554
C -3.135855 10.085046 2.059614 -1.1 -0.6 1.0 -0.752
C 0.899214 6.157495 -3.077791 -1.2 1.2 -1.2 -0.767
C 4.700125 -2.704506 -4.921429 -1.3 0.1 -0.7 -1.273
C 3.067794 -2.402894 -2.890263 -1.3 1.6 -1.1 3.340
C -1.903815 0.365175 -1.601720 -0.6 -0.4 -0.9 0.965
C -4.600921 3.387267 -1.769040 1.8 -1.0 -2.2 1.487
C -5.372281 -1.286063 2.026107 -1.7 0.4 2.0 2.057
C 0.114122 5.285955 -2.195422 -1.6 0.6 -0.2 -0.195
C -5.888637 -4.159483 2.364874 -2.2 1.6 -0.2 -1.566
C -1.484299 7.155643 3.395846 -1.6 0.1 -0.5 -0.404
C -3.611988 0.902522 -6.845146 -1.0 0.2 -2.2 2.673
C 0.313341 0.657719 4.635654 0.7 0.6 -0.1 1.761
C -4.052393 2.110453 -6.048042 -0.7 0.9 -0.5 -0.870
C 1.041405 3.804360 1.019999 1.1 -1.0 -2.2 0.300
C 0.070736 -6.819571 3.697447 -1.6 -1.9 -1.1 -0.169
C -2.612335 0.415916 6.798297 1.2 1.1 0.8 -0.644
C 2.692936 0.850022 5.337617 1.0 -0.3 0.5 2.361
C -3.495997 -4.468624 2.899736 0.7 -0.4 -1.6 -0.213
C 5.055904 1.068872 1.255016 -1.2 -0.2 0.4 2.832
C -1.873480 5.924874 -7.404445 0.4 -0.5 -0.6 -0.575
C 2.619718 1.188510 -7.286507 2.7 0.6 -2.4 1.802
C -4.213230 5.293394 -4.361440 -0.9 -0.4 -0.3 -0.458
C 3.620311 1.782317 6.120851 0.2 -2.2 1.0 -1.071
C 0.300527 -6.038845 2.390125 -0.2 -1.2 -1.4 0.226
C 4.412384 0.472698 7.934004 -0.1 -0.1 0.5 -0.411
C -2.329254 4.889260 3.334480 0.3 -0.7 0.1 0.071
C 2.715650 -3.011642 5.589130 1.2 -0.1 -0.6 0.444
C -5.001901 4.819368 -2.159841 -1.8 -1.2 -1.0 -1.062
C -6.550124 -1.911478 1.276142 -1.5 -0.1 2.1 -1.124
C 2.780026 6.343224 -4.340499 0.6 -0.7 -1.1 -0.931
C 8.024894 -0.100368 1.834462 -0.6 0.4 -1.0 -1.575
C -4.799520 -0.203592 1.169366 1.0 0.0 -1.2 -1.877
C -7.111943 -3.149779 2.096588 1.2 -0.4 -2.0 -0.875
C 5.637411 -4.466894 1.589784 0.5 0.0 -1.1 -0.081
C -3.300331 -6.018392 6.354118 0.9 -1.9 1.7 -1.038
C -0.832438 -3.529925 7.404801 0.3 -0.7 0.0 1.289
C 0.955208 -0.725044 1.198585 -0.1 -1.3 0.2 0.985
C -2.375891 -1.255275 -5.258012 1.3 -0.2 -1.8 -0.319
H 4.731592 -6.581614 -3.702825 0.3 -0.3 -0.2 0.593
H 6.168807 -5.327030 -2.662631 -1.0 0.8 0.4 0.512
H 0.845974 -2.240801 -3.347653 1.0 0.6 0.1 -0.120
H 1.533349 4.970037 3.928407 -0.2 -0.7 -0.4 0.470
H 3.538045 0.364220 -0.308359 0.6 0.8 0.7 -1.008
H 5.212382 -1.097630 1.340851 -0.4 -0.3 -0.1 -0.209
H 5.539851 -4.731013 -5.056355 -0.5 0.7 0.4 0.372
H 1.733752 5.060178 -1.097572 0.8 -0.2 0.0 0.343
H -1.821501 -0.026257 -7.584702 -0.2 -0.4 -0.5 0.462
H -0.079870 -6.027557 -2.066508 0.1 0.1 0.2 0.303
H -7.606963 -2.866965 3.023488 0.1 0.1 -0.1 0.356
H -0.179077 -2.681452 2.730404 0.2 0.4 -0.2 -1.015
H 3.043606 -6.309378 -3.972496 -0.3 0.2 0.0 0.322
H 9.109044 -0.008392 1.957479 -0.3 -0.3 0.8 0.545
H 7.892968 -0.855022 1.070453 0.1 -0.5 -0.3 0.428
H -1.652102 1.586630 -7.011355 0.5 1.0 -0.2 0.535
H 2.867448 3.108119 -6.445837 -0.7 0.4 0.3 0.218
H -2.530983 -5.573220 -2.712262 0.2 -0.2 0.0 0.248
H 3.769497 -0.420679 2.193731 -0.7 -0.3 -0.2 -0.402
H 1.197752 -4.152473 0.738631 0.4 -0.1 0.0 -0.969
H -0.657944 0.066372 -5.357952 1.1 -0.3 0.1 0.777
H -0.791965 -7.589939 3.491952 0.9 1.6 0.3 0.409
H 0.190066 -9.275789 4.806086 -0.1 0.2 0.4 0.306
H 5.526502 -2.371305 -4.355924 1.2 0.4 0.6 0.275
H -3.805671 6.264468 -4.080883 -0.2 0.4 -0.4 0.348
H -4.131985 4.182845 4.287323 -0.2 0.1 0.9 0.640
H -2.881062 -3.780426 7.753743 -1.3 0.4 0.0 0.411
H 6.516035 1.523509 3.839300 -0.3 -0.4 0.3 0.056
H 2.249235 -5.570809 0.274795 -0.6 0.4 0.5 0.328
H -5.241056 1.405123 -1.850994 -0.4 0.1 -0.1 -0.047
H -0.352425 -2.778094 9.439843 -0.4 -0.1 -0.8 0.437
H 4.337539 2.535912 -6.920521 1.3 -0.2 -1.5 0.478
H 6.872956 -1.979362 6.652277 0.7 0.0 0.4 0.426
H 5.336799 -0.352360 2.931215 -0.2 0.1 -0.5 -0.540
H 3.197091 1.623657 -3.284635 0.6 -0.3 0.3 0.105
H 3.870956 -0.682582 -1.899062 -0.4 0.5 0.3 0.353
H -1.694428 1.245536 -2.254106 0.3 -0.4 0.9 0.198
H 0.381805 -0.404384 4.390162 0.4 -0.2 0.1 -0.749
H 6.478808 -0.605203 -0.266973 -0.2 0.9 -0.2 0.284
H 5.347049 0.578080 7.387854 0.5 -0.4 0.1 0.231
H -2.679927 -0.256852 7.665553 -0.2 0.8 0.0 0.197
H 2.283888 0.704351 -4.519459 -0.1 0.0 0.2 -0.108
H 1.407196 -1.583169 0.721329 0.8 -0.1 -0.4 -0.997
H -2.064872 0.795740 -4.679272 0.0 0.1 0.2 -0.433
H -5.490152 0.510646 0.711504 -0.2 -0.3 0.3 0.786
H -0.245734 -6.166094 4.501772 0.2 0.2 0.5 -0.023
H -1.914989 -0.522597 -2.277054 -0.4 0.5 0.2 -0.608
H 1.892375 -4.797725 6.646856 -0.6 0.0 -0.1 0.188
H 4.812476 -2.299758 -5.932784 0.2 -0.4 0.0 0.711
H 0.613179 4.612317 -5.825750 -0.3 0.4 -0.1 -0.038
H -2.634403 5.112774 -7.417604 0.3 0.4 0.2 -0.199
H 1.771051 -3.769767 3.975091 0.1 -0.8 -0.7 -0.374
H -1.893446 -1.914820 -6.042910 -0.7 0.5 0.6 0.208
H -3.993070 -3.480074 -0.031180 -0.3 0.1 0.9 -0.433
H 3.291235 2.763524 6.075656 -0.7 2.0 -0.6 0.437
H -3.658020 3.074847 -2.305082 -0.7 0.6 0.0 -0.505
H 1.691899 1.089054 -6.831146 -1.9 -0.2 0.7 -0.483
H 4.905434 3.187523 1.828803 0.0 -0.1 -0.2 0.537
H 3.310814 7.028701 -3.683528 -0.1 0.1 0.3 0.313
H -4.028757 0.337441 1.669192 0.4 0.7 0.6 0.045
H -7.870272 -3.642529 1.420319 0.7 0.2 0.9 0.478
H -0.932331 -3.868661 -4.966534 0.1 -0.4 0.1 -0.086
H 0.784117 3.325234 3.683499 1.1 0.8 -0.7 0.179
H -4.124596 1.953918 -4.987506 0.2 0.2 0.5 -0.186
H -2.332346 10.783209 1.903784 0.4 0.5 0.0 0.307
H -6.144268 0.386738 3.177475 -0.5 1.1 0.0 0.502
H -4.961207 3.466146 0.236326 -0.4 -0.3 0.0 -0.154
H 6.366359 3.227901 3.642877 -0.1 1.0 0.9 0.647
H 1.880842 -9.027989 5.289877 0.2 -0.2 0.1 0.267
H 5.130573 -4.485546 -1.396476 0.5 0.1 -0.7 0.135
H -6.499393 4.436816 1.729841 0.9 -0.3 1.3 0.241
H 2.965567 -0.203937 5.533713 -0.1 0.2 0.1 -1.167
H -4.175079 -3.299447 -5.004212 0.3 -0.8 0.7 0.246
H -4.235669 6.485856 -8.395618 0.3 0.7 0.2 0.302
H 6.361645 -1.281675 5.097028 -0.3 0.4 0.4 -0.127
H -5.703292 -0.697984 -4.285828 1.3 -0.2 0.0 0.520
H -5.461519 -2.515121 -5.924161 0.1 -0.4 0.3 0.485
H -6.792817 -1.108049 3.827557 -1.0 -0.4 0.0 0.275
H 3.403506 -3.308646 2.092944 -0.7 -1.1 -1.1 -0.682
H 0.116177 -6.799773 1.535095 0.5 0.9 0.9 0.336
H -1.931068 -5.076809 8.585760 -0.1 0.8 -0.9 0.294
H -3.118196 7.210516 -9.461707 1.0 0.0 -1.4 0.428
H 7.559403 3.346700 1.674435 0.5 -1.2 0.6 0.321
H 6.458409 -5.207278 1.587633 -0.8 -0.2 0.1 0.353
H 2.115344 3.772587 0.679905 -0.4 0.2 0.5 0.108
H 1.193463 -1.946721 -1.668795 0.6 -0.2 0.0 -0.591
H -3.041216 -4.287144 1.879315 -0.3 -0.3 1.0 -0.678
H -5.594853 -4.557222 1.428120 0.3 -0.4 -1.1 0.490
H -4.008472 10.562122 2.548901 0.5 0.0 -0.6 0.238
H -3.414928 9.659218 1.088680 -0.1 0.0 0.1 0.295
H -4.056010 8.274844 -8.483147 -0.2 0.0 0.0 0.413
H -0.896882 5.660600 -1.970955 0.1 0.4 -0.5 0.248
H -4.431716 -3.067100 -1.636641 0.1 0.2 -0.6 0.003
H 2.893716 1.002588 4.292249 0.1 0.1 -0.7 -0.663
H -3.807522 -5.530733 2.876772 -0.1 0.5 0.2 0.591
H -0.544609 -3.197637 -2.641685 -0.9 -1.0 -0.1 -2.465
H -0.809497 4.326019 0.143487 0.7 0.0 -0.4 -0.278
H -3.482347 3.047188 3.126112 0.3 -0.5 0.2 0.105
H 6.179600 -3.586376 -2.621264 -0.9 -0.3 0.2 0.274
H 2.223564 -6.061236 2.752459 1.4 -0.6 0.0 0.378
H 3.553039 -3.433485 0.326318 0.0 -0.8 0.2 -0.983
H -3.074001 7.298726 -6.431565 0.2 0.3 -0.2 -0.015
H 0.971570 0.839163 6.481023 0.8 0.2 0.2 0.572
H 2.175707 2.467702 -4.355102 -0.5 0.3 -0.1 0.269
H 6.897662 -2.864327 5.062929 0.0 -0.8 0.4 0.303
H 2.539369 -2.213252 6.329768 -0.2 -0.2 -0.3 0.184
H 4.647677 1.690892 5.753018 0.1 0.0 0.0 0.295
H 3.718370 -0.506696 -6.506354 -0.1 -0.3 1.4 -0.191
H -3.513381 3.822660 -0.142247 0.4 -0.2 0.0 -0.050
H -5.974863 0.161104 -5.983124 -0.3 0.1 -0.1 0.409
H 4.090734 -1.714800 4.476716 0.0 0.1 -0.2 -0.749
H -1.584559 -1.807682 8.564603 0.5 -0.7 -0.2 0.167
H -5.026425 1.068601 -8.431027 -0.4 -0.2 -0.2 0.457
H 0.819552 2.792356 1.282453 -0.2 -1.0 0.6 -0.250
H 0.045082 -4.242890 7.505222 -0.6 1.0 -0.7 -0.337
H 0.916343 0.115236 0.545389 0.7 0.8 -0.4 0.255
H -0.936119 -0.320246 1.885012 -0.8 0.7 0.8 -0.428
H -0.792576 8.953301 2.546811 1.2 1.1 0.1 0.563
H -5.722602 2.962092 2.589306 -0.7 1.8 0.1 0.206
H -6.019196 -3.165852 4.695292 -1.2 0.3 0.4 0.499
H 5.786081 -3.869231 2.490259 -0.4 0.2 0.1 -0.159
H -1.166736 2.011404 5.179619 -0.7 0.3 -0.1 0.445
H -3.451045 6.491176 3.534524 0.3 0.7 -0.2 0.156
H -1.794929 0.405888 4.492373 0.0 0.6 0.0 -0.078
H -4.483838 -1.496053 -3.332557 0.3 0.0 -0.5 -0.853
H -5.982965 4.867351 -1.686926 0.0 0.9 0.3 0.295
H -0.245787 4.140954 -7.272749 0.1 -0.1 -0.7 0.612
H 8.869491 0.828354 -0.564268 -0.3 -0.2 -0.1 0.333
H 0.122405 -1.705798 8.128674 -0.5 -0.6 -0.1 0.188
H -1.655737 -3.401262 5.481043 0.1 -0.3 0.2 -0.102
H -4.556236 5.190782 -5.418313 0.5 0.5 0.7 0.129
H -1.786780 8.056878 1.494900 -0.2 -0.5 -0.5 0.309
H -3.035747 -4.052954 -3.326116 0.8 0.4 0.1 -0.706
H -1.237497 -1.937657 6.058012 0.4 -0.5 0.5 -0.610
H -1.829283 9.208319 -7.558993 -0.9 1.5 -0.2 0.271
H -2.890692 0.505776 -1.116923 0.2 0.0 -0.5 -0.229
H -4.335281 5.602755 -1.843382 0.4 0.3 0.2 0.522
H -1.828738 4.717260 4.320865 -0.3 0.2 -0.3 0.275
H -4.051024 -2.968726 -6.756341 0.7 -0.1 -0.2 0.512
H 3.700554 -6.446264 -2.338902 -0.2 0.1 0.6 0.288
H -3.413795 4.599779 -4.180691 0.6 -0.7 -0.1 0.178
H -2.880000 1.510573 6.953791 -0.2 -1.5 0.2 0.291
H -2.313716 -1.224202 0.097251 0.3 -0.5 0.2 -0.764
H -4.408590 -2.380085 4.849021 -0.3 -0.6 0.1 -0.129
H 1.593594 -0.667633 -2.772354 0.3 -0.7 -0.3 0.092
H 2.593287 -2.162740 -5.003491 0.0 -0.5 0.1 0.564
H -1.617733 4.458833 2.621622 -0.2 0.2 -0.2 -0.449
H -2.055621 -1.688573 -4.324611 -0.4 -0.3 0.6 -0.269
H 3.630317 -0.949110 -4.364105 0.0 -0.7 0.1 -0.492
H -3.186677 -6.656729 5.455713 -0.3 0.8 0.2 0.208
H 3.956796 -0.508334 7.737528 0.3 0.0 0.0 0.083
H 1.753300 -4.571357 -1.714241 0.6 0.2 0.2 -0.145
H 1.587913 1.940238 -9.041180 -0.2 -0.3 -0.3 0.168
H 3.915998 -4.719153 -5.436519 -1.3 0.2 -0.9 0.436
H 1.317964 6.937865 -2.475882 0.3 0.8 0.4 0.548
H -3.364273 -6.795663 7.206324 0.1 1.1 -0.9 0.303
H 8.522973 2.219595 2.833090 -0.6 0.4 -0.8 0.462
H 0.065484 3.134095 -0.822253 0.7 0.8 0.5 -0.060
H 4.568163 0.619550 9.016951 0.1 -0.3 -0.4 0.310
H 3.960511 2.130666 -0.346640 0.4 -0.2 -0.2 1.002
H 5.857259 -3.839221 0.696012 -0.2 0.0 0.5 -0.016
H -1.445317 7.355737 4.456271 -0.3 0.6 0.5 0.410
H 2.987369 1.536566 0.919690 0.1 -0.4 0.0 -0.260
H 2.507427 3.790018 3.001434 -1.5 0.1 0.1 0.014
H -2.435514 -1.931614 2.650161 -0.7 0.4 0.2 -0.616
H -4.589953 -4.187362 5.010720 -0.7 1.2 -0.2 -0.507
H 3.279607 1.989125 -9.125334 0.6 -0.1 -0.6 0.165
H -7.370760 -1.146453 1.089589 1.0 -0.8 0.4 0.357
H -3.221470 -0.020902 6.025946 -0.3 -0.1 -0.6 0.175
H 1.501746 -0.538679 2.138933 -0.6 0.0 -0.3 -0.570
H 4.221513 -0.161238 -7.993593 0.3 0.4 -1.0 0.410
H 3.908994 -2.164160 -0.865623 -0.4 0.2 0.3 -0.058
H 3.402528 -5.125472 5.785926 -0.4 0.6 0.2 0.250
H 3.382900 -4.110201 7.254161 0.1 -0.4 0.0 0.454
H -5.760308 2.276093 -3.286681 -0.4 0.4 -0.4 0.352
H -3.405407 2.958773 -6.318505 0.1 -0.3 0.5 -0.418
H -4.221655 -5.436036 6.424241 0.2 0.1 -0.4 0.408
H -2.680154 -4.401637 3.637562 -0.5 0.4 -0.1 -0.583
H 0.658026 -7.960625 5.967894 -0.5 0.3 0.8 0.283
H 4.461623 -3.448106 4.298001 0.1 -0.4 -0.3 0.936
H 8.134864 2.444780 -0.570239 -0.3 -0.1 0.1 0.448
H 2.647332 -0.916683 -7.783931 -0.6 -0.7 -0.5 0.391
H -0.778805 -1.999773 -0.584960 -0.7 0.8 0.1 -0.365
H -4.612324 -4.764039 -1.143543 0.4 0.3 0.2 0.422
H -0.496226 -5.293338 2.237364 0.1 -0.1 0.3 -0.697
H -6.604232 2.571049 -1.631696 0.9 -0.4 -1.2 0.429
H -0.542483 6.727525 3.203475 1.1 -1.0 -0.8 0.181
H -1.006875 -3.164398 1.419291 0.0 -0.2 -0.8 -0.715
H 4.252329 2.029732 3.024442 0.5 0.3 -0.7 -1.093
H -6.188265 -2.219217 0.324183 0.2 -0.5 -0.9 0.255
H 0.641001 -4.516312 -4.385138 -0.1 0.4 0.1 0.193
H 0.239765 6.631886 -3.838697 0.3 -0.2 0.1 0.256
H 5.030923 -1.890577 -2.194189 -0.8 0.0 0.5 0.057
H -4.223873 -0.691963 0.361675 -0.5 0.1 0.0 -0.591
H -5.032198 2.469397 -6.424157 0.2 -0.4 0.4 0.694
H 0.794181 -2.905607 4.925111 0.6 0.0 -0.2 -0.995
H -0.678152 -5.577849 -4.480602 -0.7 -1.3 -0.6 0.597
H -5.233327 -0.632646 4.249011 0.7 0.2 0.0 -0.026
H 0.428753 1.244937 3.706659 -0.1 -0.4 0.1 -0.830
H -6.269438 4.410178 3.571207 0.3 0.3 -0.3 0.315
H 2.242692 6.894513 -5.110463 -0.2 0.4 0.0 0.312
H -0.897097 3.801931 -5.698500 -0.7 0.2 0.1 0.098
H -1.054017 8.266511 -6.498266 0.4 0.4 -0.3 0.240
H -3.438046 0.697151 -9.018949 0.9 -0.5 -1.0 0.485
H 9.409329 2.004612 0.565980 0.3 0.2 -0.1 0.506
H -0.400658 -4.870329 -0.940087 0.5 -0.3 -0.5 -0.014
H -1.283575 5.853949 -8.312770 0.1 -0.2 -0.6 0.606
H -6.301599 -4.980351 2.936843 0.3 -0.3 0.5 0.437
H 7.379142 -0.453664 2.661384 1.0 0.5 0.0 0.082
H 3.495666 5.717149 -4.870996 0.3 0.1 0.1 0.248
H -4.311433 0.163751 -3.713338 0.7 0.9 -0.1 -0.088
H -3.893861 2.347751 -8.354965 0.5 -0.1 -0.8 0.307
H -0.080975 4.366498 -2.741510 0.3 -0.8 0.1 0.036
```
Forces are in eV/Å.

Electronic energy   -155948.070 eV
HOMO-LUMO gap   8.6 eV